C4H5N3O | wB97M-V/def2-TZVPD

```
13
Properties=species:S:1:pos:R:3
C -0.97247 -0.00595 -1.11489
C 0.22816 -0.38294 -0.56973
C 1.48543 -0.84091 1.03809
C 0.45563 0.25236 0.68477
H -2.14601 2.38119 -0.48877
H -1.59257 -0.21853 -1.97135
H 2.06753 -0.91235 -1.09104
H 1.13656 -1.68935 1.79253
H 2.60846 -0.59322 1.31296
N -1.41846 0.85568 -0.08677
N 1.33869 -1.38569 -0.43567
N -0.57956 1.04000 0.99039
O -2.61140 1.49970 -0.06052
```

Calculated values
2S+1: 1
Frontier orbital gap, eV: 9.41
Net charge: 0
Structure (SMILES): On1cc2c(n1)CN2
Calculated total energy, Ha: -394.71853
Relative energy (zero: lowest compared OMol25 entry of this formula, charge and spin), kcal per mole: 156.3

C4H5N3O2 | wB97M-V/def2-TZVPD

```
14
Properties=species:S:1:pos:R:3
N -2.72608 -0.74376 -0.11189
C -1.52765 -0.06527 -0.15514
C -1.25662 1.27651 -0.09290
O 0.09988 1.41265 -0.12635
C 0.57377 0.19219 -0.34349
N -0.33296 -0.73811 -0.27769
C 2.03926 -0.03291 -0.46084
N 2.59463 -0.78410 0.49474
H -2.67761 -1.64045 0.35638
H -3.52517 -0.19979 0.18762
H -1.85342 2.16832 0.05783
O 2.81232 0.94088 -0.68693
H 2.22038 -1.71778 0.61441
H 3.55928 -0.06838 0.54427
```

Calculated values
2S+1: 1
Frontier orbital gap, eV: 8.73
Net charge: 0
Structure (SMILES): NC(=O)c1nc(N)co1
Calculated total energy, Ha: -470.10215
Relative energy (zero: lowest compared OMol25 entry of this formula, charge and spin), kcal per mole: 86.3

C4H5N3O2 | wB97M-V/def2-TZVPD

```
14
Properties=species:S:1:pos:R:3
C -1.26753 -0.97562 0.09152
C 0.14086 -1.78976 1.49312
C 0.12561 -0.49602 -0.26958
C 0.47873 0.99180 -0.59069
N -1.26166 -1.67024 1.12868
N 0.90337 -1.10947 0.76359
N 0.43224 -1.45377 -1.57226
O 0.47511 -0.87898 -2.60668
O 0.55514 -2.62837 -1.38340
H -2.16850 -0.63815 -0.38683
H 0.44401 -2.22439 2.41691
H 0.90401 1.10420 -1.69647
H 1.26756 1.48459 0.10759
H -0.44030 1.74784 -0.44673
```

Calculated values
<S²>: 2.009
2S+1: 3
Frontier orbital gap (alpha / beta), eV: 7.60 / 6.43
Net charge: 0
Calculated total energy, Ha: -469.86699
Relative energy (zero: lowest compared OMol25 entry of this formula, charge and spin), kcal per mole: 73.8

C4H5N3O2S | wB97M-V/def2-TZVPD

```
15
Properties=species:S:1:pos:R:3
C -1.31400 -1.54756 0.15860
C -0.28620 -2.34750 -0.33339
C -0.88703 -0.31450 -0.07222
C 1.84190 1.67940 0.46871
N 0.67726 -1.66585 -0.84916
N 0.42980 -0.36633 -0.59750
N -1.56673 0.89557 0.08006
O -2.75831 0.80432 0.27843
O -0.96171 1.93185 -0.08199
S 1.29266 0.94614 -1.21456
H -2.24796 -2.09800 0.61949
H -0.25554 -3.40332 -0.64080
H 2.90101 2.11359 0.38523
H 2.01116 0.84500 1.10235
H 1.12370 2.52720 0.69673
```

Calculated values
2S+1: 1
Frontier orbital gap, eV: 8.62
Net charge: 0
Structure (SMILES): CSn1nccc1[N+](=O)[O-]
Calculated total energy, Ha: -868.17805
Relative energy (zero: lowest compared OMol25 entry of this formula, charge and spin), kcal per mole: 111.1

C4H5N3O3 | wB97M-V/def2-TZVPD

```
15
Properties=species:S:1:pos:R:3
C 0.09489 -0.89042 -0.68806
C 2.04689 0.39836 -0.21551
C -1.94400 0.33323 -0.00984
C 1.74766 -0.49731 0.99398
N 0.93382 0.17675 -1.11306
N 0.71196 -1.24618 0.65828
N -1.15239 0.97910 0.88782
O -3.07673 0.59948 -0.23470
O 2.96545 1.16973 -0.33401
O -1.31222 -0.75607 -0.69360
H 0.11715 -1.79844 -1.31980
H 0.72732 0.92236 -1.71389
H 0.11374 -1.82788 1.38852
H -0.41796 0.57043 1.32123
H -1.55556 1.86685 1.07265
```

Calculated values
2S+1: 1
Frontier orbital gap, eV: 8.78
Net charge: 0
Calculated total energy, Ha: -545.35017
Relative energy (zero: lowest compared OMol25 entry of this formula, charge and spin), kcal per mole: 70.5

C4H5N3O4 | wB97M-V/def2-TZVPD

```
16
Properties=species:S:1:pos:R:3
C 1.01664 -1.23384 0.63719
C -0.15611 2.19047 -0.72863
C 1.48486 -1.11509 -1.73792
C -0.14582 -0.66191 1.18562
N 1.08960 -1.56148 -0.65515
N -1.11511 2.70379 -0.23213
N -1.34667 -0.54316 0.44313
O -2.15352 0.17722 0.97157
O 0.84613 1.80605 -1.17875
O -1.35484 -1.12250 -0.60332
O -0.25235 -0.19862 2.43952
H 1.84792 -1.43390 1.24074
H 1.73033 -0.10417 -1.79673
H 1.42256 -1.72334 -2.63673
H -1.85869 2.28024 0.23062
H -1.05494 0.54025 2.42098
```

Calculated values
<S²>: 2.008
2S+1: 3
Frontier orbital gap (alpha / beta), eV: 6.73 / 8.24
Net charge: 0
Calculated total energy, Ha: -620.40574
Relative energy (zero: lowest compared OMol25 entry of this formula, charge and spin), kcal per mole: 14.6

C4H5N3S | wB97M-V/def2-TZVPD

```
13
Properties=species:S:1:pos:R:3
C -1.04941 1.23194 -0.15791
C 0.37264 -0.65499 0.23629
C 1.75969 1.11972 -0.18309
C 0.32634 0.81917 0.51000
H -1.61124 2.01238 0.48346
H -0.92260 1.51061 -1.18229
H 1.87107 -1.97824 -0.36334
H 2.27064 1.97714 -0.74635
H 0.60276 1.12446 1.66993
N -0.71194 -1.31921 -0.19633
N 1.68034 -1.09219 0.18923
N 2.41892 -0.02847 -0.23634
S -2.14858 -0.16639 -0.03682
```

Calculated values
2S+1: 1
Frontier orbital gap, eV: 9.10
Net charge: 0
Structure (SMILES): C1=NNC2=NSC[C@H]12
Calculated total energy, Ha: -717.76909
Relative energy (zero: lowest compared OMol25 entry of this formula, charge and spin), kcal per mole: 78.2

C4H5N4O | wB97M-V/def2-TZVPD

```
14
Properties=species:S:1:pos:R:3
C -1.65782 -0.39427 -0.00059
C -1.55427 1.01136 -0.20172
C -0.36977 -1.08306 0.18143
C -0.01190 1.27902 -0.13113
N -2.88383 -0.93545 0.22285
N -3.88805 -0.36447 0.21202
N -2.58549 1.69103 -0.17458
N 0.60472 -0.06769 0.02352
O -4.98451 -0.08902 0.03337
H -0.35132 -1.38164 1.18789
H -0.16118 -1.92483 -0.61897
H 0.08334 1.91100 0.84085
H 0.29010 1.98959 -0.77448
H 1.29362 -0.24860 -0.63692
```

Calculated values
2S+1: 1
Frontier orbital gap (alpha / beta), eV: 6.40 / 6.71
Net charge: +1
Calculated total energy, Ha: -449.13213
Relative energy (zero: lowest compared OMol25 entry of this formula, charge and spin), kcal per mole: 140.5